## one
C3H7ClN2S | wB97M-V/def2-TZVPD

Geometry as ORCA input:
```
! RIJCOSX wB97M-V def2-TZVPD def2/J DEFGRID3
* xyz 0 1
C -1.303 0.005 0.063
C 0.092 0.565 -0.198
C 1.289 0.119 0.695
H -0.820 -1.309 -1.448
H -2.210 -1.751 -0.611
H -1.964 1.353 1.109
H 0.383 0.374 -1.244
H 1.098 -0.916 0.980
H 1.281 0.747 1.584
H 3.016 -0.999 -0.681
N -1.347 -1.248 -0.575
N -2.279 0.455 0.679
S 2.860 0.219 -0.031
Cl -0.098 2.387 -0.323
*
```

Properties
HOMO energy	-9.54	eV
HOMO-LUMO gap	0.3716	Eh
SMILES	[H]/N=C(/N)[C@@H](Cl)CS
LUMO	0.6	eV

---

## two
C3H7ClN2S | wB97M-V/def2-TZVPD

Geometry as ORCA input:
```
! RIJCOSX wB97M-V def2-TZVPD def2/J DEFGRID3
* xyz 0 1
C 0.636 -0.201 -0.319
C -1.084 0.154 -1.866
C 0.455 0.548 2.475
N 1.017 -1.737 -1.494
N -0.429 0.450 -0.621
S 1.300 -0.501 1.226
Cl 2.121 -2.690 -0.960
H -1.946 0.871 -1.868
H -0.410 0.298 -2.691
H -1.466 -0.826 -1.819
H -0.257 1.279 1.846
H 1.196 1.213 3.028
H -0.210 0.012 3.083
H -0.921 1.129 -0.020
*
```

Properties
HOMO energy (spin up / spin down)	-6.84 / -6.84	eV
HOMO-LUMO gap (spin up / spin down)	0.2632 / 0.2633	Eh
LUMO (spin up / spin down)	0.3 / 0.3	eV

---

Going by the computed energies, the most stable comes first: one, two.